1.
Molecular formula: C30H49AsMoN5O7SSi4
Method: DFT, ωB97M-V with the def2-TZVPD basis set

Its expectation value of S² is 2.133. As for the spin multiplicity: 3. The lowest unoccupied orbital energy (alpha / beta) is -4.7 / -4.4 eV. Its charge is +1. Its frontier orbital gap (alpha / beta) is 5.7586 / 6.1529 eV.

```
98
Properties=species:S:1:pos:R:3:forces:R:3
Mo -0.383568 0.525550 1.393044 -0.540 0.232 -1.121
C -0.265026 2.119469 -1.351456 -0.040 -0.199 -0.081
N -1.030390 1.792565 -0.140243 0.096 0.263 -0.113
C -2.279581 2.182770 -0.100447 0.070 0.303 0.005
C -3.048325 1.825529 1.005883 -0.087 -0.150 0.034
C -4.368743 2.024617 1.421806 0.084 0.036 -0.054
C -4.496390 1.367055 2.641447 0.064 -0.059 0.030
C -3.252115 0.796513 2.931833 -0.140 -0.104 -0.018
N -2.379879 1.058722 1.946213 0.651 0.286 -0.022
C 0.103249 3.575198 -1.429894 -0.056 0.025 -0.047
C -0.375156 4.385719 -2.450764 0.032 -0.046 -0.019
C -0.038361 5.733330 -2.493203 0.003 0.001 -0.009
C 0.775694 6.276476 -1.512420 0.025 -0.015 0.011
C 1.257082 5.469166 -0.487943 -0.018 0.030 -0.006
C 0.916548 4.128898 -0.451161 0.053 0.071 0.085
H -0.846860 1.830181 -2.231984 0.001 0.009 0.020
H 0.621932 1.484071 -1.335339 0.127 0.062 -0.048
H -2.670285 2.805781 -0.902034 -0.091 -0.108 -0.026
H -5.126942 2.578493 0.893148 -0.020 -0.006 -0.019
H -5.377893 1.297429 3.255777 -0.012 0.004 0.005
H -2.969424 0.206961 3.789749 -0.010 0.014 0.000
H -1.005181 3.961314 -3.223966 -0.017 0.004 -0.008
H -0.411149 6.356645 -3.294756 -0.011 0.004 -0.002
H 1.038138 7.325201 -1.543223 -0.001 0.009 -0.008
H 1.894285 5.890053 0.279959 0.001 0.000 0.002
H 1.270813 3.495014 0.351756 0.049 -0.052 0.073
C 0.636727 -1.732866 -2.647994 0.006 -0.085 0.004
As -0.966078 -2.444484 -1.855196 0.109 -0.003 -0.094
C -0.644368 -4.250057 -1.257181 -0.044 0.034 -0.015
C -2.245007 -2.619318 -3.279520 0.013 0.056 0.028
S -1.747536 -1.188946 -0.353729 -0.231 -0.123 0.211
H 1.130769 -2.484517 -3.263641 -0.010 0.007 0.012
H 1.300139 -1.395929 -1.854071 0.042 0.039 0.013
H 0.347999 -0.881733 -3.263049 0.019 0.014 0.021
H 0.074735 -4.745113 -1.908801 0.009 0.018 -0.012
H -1.596206 -4.778865 -1.286242 0.013 0.004 0.009
H -0.283005 -4.231306 -0.233422 0.018 0.013 0.006
H -1.902301 -3.371885 -3.988383 0.005 -0.001 -0.001
H -2.352129 -1.657365 -3.776801 -0.007 -0.011 0.011
H -3.200238 -2.913255 -2.848967 0.016 -0.009 -0.006
O 0.957246 -7.024586 2.783356 -0.077 -0.049 0.115
N 1.583682 -6.702510 1.801124 0.001 0.053 -0.039
O 2.156342 -7.449536 1.041446 0.067 -0.079 -0.071
C 1.650563 -5.264332 1.494214 0.047 0.075 -0.015
C 2.399248 -4.836347 0.411875 -0.030 0.004 0.122
C 2.471228 -3.488631 0.153728 0.034 -0.026 -0.072
C 1.830634 -2.486276 0.933811 -0.049 -0.430 0.049
O 1.999559 -1.238877 0.620973 -0.299 0.603 -0.081
C 0.997621 -3.020846 1.968241 0.016 -0.165 0.136
C 0.938656 -4.382471 2.264302 0.100 0.124 -0.149
N 0.120814 -2.216419 2.757084 0.221 -0.234 -0.132
O 0.045922 -1.004176 2.406875 0.029 -0.588 0.826
O -0.529647 -2.637101 3.695693 0.138 0.028 -0.114
N 3.260181 -3.126229 -1.041128 -0.056 0.154 0.001
O 3.293093 -3.949686 -1.931509 -0.054 -0.056 -0.064
O 3.806070 -2.044826 -1.077970 0.031 -0.041 0.066
H 2.921787 -5.543004 -0.216300 -0.005 -0.006 0.008
H 0.321062 -4.733357 3.078011 -0.007 0.015 0.015
C -0.731252 1.746136 4.651205 0.078 0.114 0.061
Si -0.053147 2.479008 3.045373 0.072 -0.147 -0.168
C 1.728496 2.998090 3.358890 -0.203 0.093 0.116
C -1.018881 4.019445 2.562354 0.144 0.026 0.148
Si 2.311034 0.401494 1.319994 -0.435 0.014 0.312
Si 3.980535 1.423428 -0.031298 0.047 0.177 -0.202
C 5.553935 0.412259 0.085363 -0.023 0.025 0.095
C 3.538055 1.713817 -1.832892 -0.079 -0.044 0.107
C 4.331712 3.091943 0.765872 0.098 -0.105 0.114
Si 3.469309 -0.266990 3.269768 0.095 -0.263 0.086
C 4.694854 0.975297 3.963970 0.018 0.014 -0.050
C 4.478970 -1.764220 2.674924 -0.031 0.062 0.072
C 2.286600 -0.788716 4.647653 0.059 0.071 -0.037
H -1.768184 2.048392 4.797465 0.016 0.024 0.030
H -0.145206 2.138004 5.487163 -0.024 0.009 0.016
H -0.691812 0.657454 4.712955 0.014 -0.005 -0.036
H 1.728188 3.811848 4.091330 0.046 0.020 -0.004
H 2.236098 3.361213 2.464509 -0.033 -0.017 0.027
H 2.315080 2.183643 3.782285 -0.064 0.026 0.002
H -1.522188 4.399541 3.455572 0.025 0.043 0.003
H -1.778890 3.882826 1.799504 -0.034 -0.079 -0.013
H -0.328932 4.788675 2.212630 -0.005 0.036 -0.010
H 5.471757 -0.587524 -0.334933 -0.020 0.035 -0.016
H 5.898672 0.326576 1.117972 0.003 -0.006 -0.025
H 6.322374 0.955999 -0.471310 0.027 -0.012 -0.004
H 3.195507 0.814281 -2.346254 -0.025 -0.038 0.021
H 4.436869 2.058581 -2.349553 0.035 0.002 0.002
H 2.786005 2.498290 -1.938018 -0.041 -0.028 -0.004
H 4.764101 2.996054 1.767328 -0.078 -0.002 -0.122
H 3.451624 3.722910 0.839026 -0.084 0.095 -0.048
H 5.053164 3.627522 0.144139 0.057 -0.038 -0.030
H 5.411512 1.344052 3.224860 -0.097 -0.073 0.039
H 5.263556 0.427714 4.720987 0.036 0.038 0.036
H 4.235251 1.833996 4.453134 0.034 -0.029 -0.013
H 5.538897 -1.580379 2.860667 0.011 -0.012 0.016
H 4.379317 -1.961726 1.606671 0.018 0.026 -0.002
H 4.207537 -2.671080 3.219875 -0.031 -0.014 -0.001
H 2.778806 -0.630743 5.609901 -0.012 -0.046 0.031
H 2.020190 -1.848023 4.593517 0.040 0.052 -0.012
H 1.362062 -0.207529 4.656584 0.067 0.003 0.014
```
Forces are in eV/Å.

=====

2.
Molecular formula: C30H49AsMoN5O7SSi4
Method: DFT, ωB97M-V with the def2-TZVPD basis set

Its expectation value of S² is 2.403. As for the spin multiplicity: 3. The lowest unoccupied orbital energy (alpha / beta) is -3.7 / -4.0 eV. Its charge is +1. Its frontier orbital gap (alpha / beta) is 6.8603 / 6.7515 eV.

```
98
Properties=species:S:1:pos:R:3:forces:R:3
Mo 0.334546 2.257130 0.274728 0.196 0.464 0.689
C 2.687528 4.420961 0.180023 0.049 -0.158 0.070
N 1.286031 4.096489 0.477832 0.030 0.293 -0.297
C 0.478802 5.123300 0.687656 0.144 0.030 -0.220
C -0.889079 4.916744 0.618726 -0.058 -0.017 -0.014
C -2.022684 5.699665 0.853679 -0.018 -0.015 -0.042
C -3.115341 4.872245 0.623538 0.035 0.007 -0.021
C -2.606245 3.617459 0.272379 -0.127 -0.109 0.097
N -1.264760 3.628251 0.255513 0.034 0.005 0.317
C 2.947206 4.523257 -1.304423 0.024 0.011 -0.034
C 2.462703 3.568170 -2.191470 0.016 -0.016 0.032
C 2.725922 3.657760 -3.547834 0.025 0.000 0.015
C 3.496643 4.706308 -4.034008 -0.012 -0.030 0.011
C 3.999252 5.654102 -3.156275 0.001 -0.017 -0.013
C 3.718925 5.566283 -1.799174 0.017 0.014 -0.020
H 3.319594 3.643237 0.608850 -0.018 0.019 0.047
H 2.944590 5.368933 0.657887 0.007 -0.009 0.028
H 0.896878 6.113740 0.849581 0.012 -0.017 0.088
H -2.030887 6.734037 1.155927 -0.010 0.016 -0.003
H -4.157549 5.136111 0.683847 -0.009 -0.003 0.001
H -3.162451 2.728558 0.019520 -0.008 -0.045 -0.026
H 1.871127 2.728860 -1.831574 -0.006 0.030 -0.021
H 2.335316 2.903856 -4.218033 -0.024 0.013 -0.022
H 3.702690 4.781575 -5.092951 0.017 -0.005 -0.006
H 4.613360 6.464131 -3.526183 -0.026 0.025 -0.006
H 4.112332 6.315016 -1.121045 -0.014 0.002 0.004
C 4.314193 -0.149890 3.237727 0.000 -0.179 -0.062
As 2.543324 0.554200 3.024365 0.392 0.248 0.371
C 2.574816 2.201179 4.015507 -0.032 0.079 0.052
C 1.385949 -0.606830 4.039523 -0.127 -0.107 -0.365
S 2.411180 1.171629 0.969355 -0.077 -0.167 -0.020
H 4.588739 -0.074273 4.289146 0.010 -0.004 0.001
H 5.001615 0.426762 2.623869 -0.002 0.037 0.014
H 4.332204 -1.194340 2.929707 -0.032 0.025 -0.018
H 2.641368 1.994270 5.082843 0.008 -0.010 -0.001
H 1.670810 2.771081 3.805659 -0.012 -0.014 0.009
H 3.443184 2.774242 3.695799 -0.019 0.014 -0.023
H 1.925185 -1.538284 4.195765 -0.041 -0.015 -0.015
H 0.464210 -0.821672 3.506555 0.019 0.047 -0.025
H 1.190524 -0.106427 4.985508 -0.059 -0.007 -0.015
O 4.279669 -3.632023 -3.726176 0.090 -0.105 0.022
N 3.438270 -2.787959 -3.933631 -0.066 0.064 0.120
O 3.199262 -2.271726 -5.001816 -0.023 0.064 -0.114
C 2.629604 -2.350945 -2.782405 -0.044 0.009 0.040
C 1.748531 -1.302512 -2.941615 0.170 0.036 0.116
C 0.963550 -0.908870 -1.865933 0.572 0.381 -0.215
C 0.974082 -1.616826 -0.648989 -0.257 -0.522 -0.172
O 0.033772 -1.546841 0.255618 -0.210 0.749 0.538
C 2.014110 -2.553510 -0.512413 0.252 -0.092 0.253
C 2.815978 -2.956435 -1.557041 0.094 0.047 -0.040
N 2.290410 -3.161511 0.802484 -0.014 0.003 -0.351
O 2.840106 -4.240554 0.813790 -0.179 0.128 0.131
O 2.002016 -2.510695 1.794254 0.107 -0.044 0.087
N 0.245697 0.298610 -2.052029 -0.089 0.067 -0.091
O 0.281238 0.951608 -3.101088 0.221 -0.039 -0.078
O -0.130097 0.961332 -0.925907 0.089 -0.818 -0.156
H 1.690653 -0.762886 -3.874648 -0.010 -0.036 -0.030
H 3.557125 -3.729246 -1.417072 -0.003 0.002 -0.019
C -2.859147 0.442628 2.731602 0.136 0.173 -0.187
Si -2.646493 -1.360664 2.245372 -0.681 0.260 0.147
C -4.356288 -2.093512 1.979717 -0.003 -0.095 0.020
C -2.025467 -2.164380 3.823871 0.460 -0.161 -0.115
Si -1.719335 -1.733066 0.120202 0.782 -0.700 0.171
Si -1.695754 -4.119068 -0.063664 -0.337 0.174 -0.065
C -1.182373 -4.760460 1.613124 0.118 -0.121 0.089
C -3.380039 -4.806357 -0.528621 -0.003 -0.114 -0.013
C -0.434586 -4.695003 -1.341627 0.155 -0.001 -0.012
Si -2.618335 -0.986016 -1.906573 -0.291 0.026 0.001
C -4.403757 -1.523573 -1.774682 -0.132 -0.026 -0.131
C -1.778094 -2.043677 -3.195285 -0.013 0.056 -0.357
C -2.551353 0.806760 -2.430317 -0.160 0.350 -0.012
H -3.103352 0.505119 3.793968 -0.013 0.006 0.014
H -3.664071 0.925753 2.178532 -0.040 0.033 -0.082
H -1.951842 1.031353 2.563551 0.038 0.041 0.051
H -4.992743 -1.864714 2.838088 0.022 0.021 0.016
H -4.303326 -3.180677 1.894730 -0.019 -0.020 0.018
H -4.853049 -1.718093 1.088971 -0.067 0.031 -0.059
H -2.908546 -2.257324 4.460390 -0.009 0.040 0.030
H -1.309007 -1.527247 4.344042 -0.061 -0.030 0.053
H -1.584679 -3.153765 3.719604 -0.007 0.072 0.028
H -0.944782 -5.825656 1.557254 -0.017 -0.008 -0.020
H -1.972281 -4.634004 2.353344 -0.024 -0.048 -0.028
H -0.290520 -4.242442 1.975151 0.009 -0.009 0.044
H -4.205430 -4.236187 -0.106024 -0.044 0.006 0.029
H -3.478613 -5.835458 -0.173237 0.038 -0.010 -0.017
H -3.504014 -4.826800 -1.613210 -0.022 0.040 -0.008
H 0.105821 -3.884248 -1.828279 -0.005 -0.028 -0.044
H -0.930791 -5.266286 -2.128455 -0.006 -0.023 0.011
H 0.308202 -5.347040 -0.875875 -0.002 -0.014 0.008
H -4.494388 -2.607460 -1.759869 -0.037 -0.080 0.038
H -4.950175 -1.159561 -2.648829 0.020 -0.013 -0.019
H -4.904599 -1.129558 -0.893485 -0.049 0.085 0.029
H -1.639652 -3.069599 -2.864871 -0.028 -0.055 -0.047
H -0.807243 -1.643616 -3.496286 -0.166 -0.105 -0.040
H -2.409095 -2.065863 -4.089132 0.012 0.010 -0.009
H -3.554881 1.165100 -2.662914 -0.057 -0.035 -0.022
H -1.937377 0.895100 -3.329898 -0.229 0.032 0.046
H -2.114259 1.482725 -1.693802 -0.271 -0.093 -0.157
```
Forces are in eV/Å.

=====

3.
Molecular formula: C30H49BMnO2P2
Method: DFT, ωB97M-V with the def2-TZVPD basis set

Its expectation value of S² is 6.345. As for the spin multiplicity: 5. The lowest unoccupied orbital energy (alpha / beta) is -2.9 / -3.0 eV. Its charge is +1. Its frontier orbital gap (alpha / beta) is 6.1930 / 5.4031 eV.

```
85
Properties=species:S:1:pos:R:3:forces:R:3
Mn -0.683076 0.588592 -1.329098 1.748 -1.930 0.765
C -2.112605 1.714081 0.171190 -0.811 -1.009 -0.574
C -2.602254 0.861222 -0.937800 -1.005 0.031 2.448
C -2.499124 -0.410004 0.979353 0.737 0.592 -0.394
C -2.089375 0.907706 1.337765 -0.498 -0.092 -1.157
C -2.815320 -0.461383 -0.381732 0.214 1.118 -0.673
C -2.045535 3.214971 0.094922 -0.260 0.209 -0.180
H -1.701565 3.581896 -0.896848 -0.249 -0.222 0.508
H -1.380755 3.665278 0.851879 -0.336 -0.194 -0.228
H -3.076541 3.593371 0.246455 0.558 0.191 -0.030
C -1.991038 1.407461 2.728380 0.422 0.477 0.755
H -1.615398 2.432617 2.755132 0.112 -0.043 -0.027
H -1.352807 0.814194 3.391479 0.074 -0.036 -0.156
H -2.952306 1.462279 3.252161 -0.136 -0.170 -0.280
C -2.719844 -1.489916 1.950562 -0.481 -0.426 0.277
H -3.751985 -1.379206 2.294672 0.026 -0.339 0.388
H -2.027188 -1.415472 2.781062 -0.335 -0.090 0.140
H -2.632126 -2.491870 1.514929 -0.046 0.074 0.067
C -3.455644 -1.592306 -1.125465 0.072 -0.222 -0.394
H -4.541334 -1.447990 -1.282459 0.431 -0.028 0.148
H -3.312930 -2.527175 -0.582875 -0.199 -0.080 0.003
H -3.003291 -1.743728 -2.123482 -0.266 0.080 0.442
C -3.122472 1.332328 -2.241280 -0.126 0.039 -0.077
H -4.142941 1.669982 -2.094996 -0.301 0.221 -0.414
H -3.071857 0.525497 -2.963128 -0.458 0.048 -0.104
H -2.510303 2.134261 -2.641338 -0.180 0.422 -0.145
C 1.201487 0.520536 -2.790192 0.848 0.120 1.018
C 0.089366 1.291797 -3.014050 -0.418 0.835 -1.022
C -0.437426 1.548234 -4.396864 -0.419 0.440 -0.663
C -1.361099 0.454885 -4.964342 -0.317 -0.051 -0.118
C -1.347416 -0.748057 -4.062676 -0.349 -1.123 -1.448
C -0.259176 -1.511834 -3.878666 -1.450 -0.798 -1.039
C 1.010787 -1.304955 -4.605612 0.472 0.006 -0.113
C 1.860643 -0.238318 -3.904107 0.913 0.103 -0.364
H 0.365357 1.621518 -5.148282 0.059 0.473 0.643
H -1.011833 0.242434 -5.996696 -0.237 -0.302 0.571
H -1.036980 2.470584 -4.416699 0.600 -0.031 0.054
H 2.134736 0.439780 -4.731878 0.382 0.116 0.667
H 1.796948 0.699408 -1.890222 0.025 0.002 -0.324
H -0.297159 1.997828 -2.246192 0.902 1.485 -0.611
H 2.774728 -0.742994 -3.552472 -0.128 0.531 -0.014
H 1.581363 -2.236866 -4.656749 -0.161 0.018 0.101
H -0.359347 -2.491167 -3.426133 -0.251 0.067 0.295
H 0.887354 -1.006100 -5.660322 -0.444 -0.099 0.401
H -2.389837 0.842430 -5.081720 0.464 -0.266 0.173
H -2.342579 -1.145155 -3.864506 0.371 0.007 0.619
P 1.497323 1.968399 0.666911 -0.495 -0.379 -0.690
C 1.373481 2.899502 2.244124 -0.061 0.058 0.217
H 2.269368 3.510647 2.381474 -0.100 0.120 -0.037
H 1.285878 2.248104 3.122589 0.041 -0.071 -0.320
H 0.482085 3.539596 2.250412 0.262 -0.103 -0.144
C 3.260797 1.450692 0.670703 0.206 -0.105 0.057
H 3.882467 2.305101 0.947542 0.179 -0.084 -0.140
H 3.563967 1.065444 -0.313858 -0.100 0.336 0.144
H 3.421189 0.640174 1.396839 -0.054 0.512 -0.278
C 1.522877 3.335271 -0.601431 -0.136 -0.081 0.089
H 1.660104 2.926019 -1.620444 0.250 0.156 0.624
H 2.337567 4.020974 -0.335576 -0.207 0.029 -0.272
H 0.556955 3.876386 -0.639051 0.551 -0.246 0.317
P 1.071730 -2.243525 0.541122 -0.079 -1.566 -0.341
C -0.240222 -2.943404 -0.535210 -0.847 0.372 0.028
H 0.074484 -3.910233 -0.968798 0.349 0.396 0.475
H -0.465137 -2.281387 -1.390361 0.172 -0.031 0.588
H -1.179658 -3.116228 0.006703 0.329 0.138 -0.029
C 2.388704 -1.927857 -0.634120 0.554 0.845 -0.011
H 1.978661 -1.547129 -1.574617 -0.105 -0.157 0.214
H 2.937511 -2.847912 -0.798267 -0.021 -0.268 -0.061
H 3.101524 -1.179185 -0.278589 -0.097 -0.101 0.110
C 1.614438 -3.708382 1.528114 -0.099 0.402 0.006
H 1.834823 -4.572655 0.865751 -0.102 0.620 0.449
H 0.805311 -3.948383 2.241184 0.381 -0.020 -0.321
H 2.503201 -3.387051 2.097277 -0.228 -0.384 -0.171
O 0.037836 -1.311851 3.166906 0.434 -0.598 -1.917
B 0.940093 -1.038248 2.094152 -0.775 0.619 2.341
O 2.048637 -0.399364 2.648498 0.266 -0.851 -1.077
C 1.955354 -0.524208 4.020451 -0.159 -0.242 0.967
C 2.921749 -0.324108 5.000777 0.157 0.146 -0.066
C 2.608882 -0.673170 6.327580 -0.059 -0.003 0.144
C 1.349771 -1.227568 6.640635 0.314 0.312 -0.444
C 0.388055 -1.417023 5.626006 -0.193 -0.119 0.455
C 0.718319 -1.066354 4.323920 0.728 0.130 0.894
H 3.908826 0.054087 4.736691 -0.256 -0.029 0.087
H 3.363113 -0.519842 7.140508 -0.784 -0.190 -0.971
H 1.153900 -1.519689 7.684435 -0.095 0.169 -0.734
H -0.584301 -1.856298 5.857935 0.311 0.114 -0.115
```
Forces are in eV/Å.

=====

Ordered relative energy (zero: lowest compared OMol25 entry of this formula, charge and spin) results: 0.307; 0.758; 2.648; unit eV.
Ordered energy results: -158716.53017; -158716.07875; -86566.17871; unit eV.